i:
Formula: C44H115N9O13
Source: the Open Molecules 2025 dataset
Level of theory: ωB97M-V/def2-TZVPD

Structure (XYZ):
```
181
Properties=species:S:1:pos:R:3
O 0.439 2.094 -3.339
O 0.358 -2.147 -5.487
O 1.070 -3.058 -0.873
O -4.538 -2.011 -2.071
O -3.762 0.139 2.527
O 6.576 -1.655 -2.575
O 0.429 1.849 4.733
O 2.510 3.295 0.043
O 3.753 8.124 1.722
O -8.453 -2.520 3.448
O -2.082 -5.057 3.029
O -4.402 3.140 -0.417
O 6.663 -1.329 1.587
N -6.062 -2.544 2.438
N -0.291 -0.107 -8.386
N 0.877 -1.615 3.996
N -1.894 2.647 -1.430
N 5.538 1.893 -2.560
N -0.678 -1.697 0.759
N 4.136 -1.685 4.243
N -3.285 -3.516 0.098
N 1.603 6.112 0.116
C -5.781 3.472 -0.667
C -2.610 0.586 3.201
C -2.995 -4.686 0.883
C -9.717 -2.404 4.082
C 0.327 0.414 -0.018
C -1.847 2.803 -2.908
C 5.449 0.474 -2.105
C 7.567 -2.201 -3.373
C 6.335 -0.340 -3.032
C -5.040 -1.301 -3.161
C -2.643 1.536 -0.812
C 0.870 -2.183 -8.469
C 3.101 2.556 1.042
C -0.134 -1.337 -7.706
C 4.052 -0.151 -1.966
C -7.081 -3.054 1.555
C -2.096 -4.674 4.369
C -3.197 -2.383 -2.133
C 1.585 7.504 0.652
C 4.618 -1.712 2.825
C 0.007 -1.040 -0.347
C 0.699 -0.461 4.885
C 1.143 5.088 0.977
C 6.135 -1.405 2.886
C 1.764 2.614 -3.309
C 0.959 0.755 4.046
C -0.476 3.232 -3.413
C 1.315 -1.708 -0.618
C 0.885 3.043 4.156
C -3.013 -4.324 2.296
C 0.429 -1.054 -6.312
C -4.131 1.835 -0.853
C 1.630 -0.455 6.165
C 4.568 7.153 1.081
C -5.636 -1.203 2.209
C 3.844 -0.711 2.009
C 7.119 -2.546 1.003
C -8.442 -2.444 2.028
C -4.588 -0.772 3.198
C 1.184 3.740 0.289
C 0.715 -1.839 -4.125
C 2.406 7.806 1.829
C -2.957 -3.647 -1.311
C 2.166 -3.841 -1.349
H -4.450 1.715 -1.900
H 3.979 2.096 0.605
H 3.352 0.100 -2.796
H -3.625 -4.498 -1.816
H 4.116 -1.221 -1.944
H -9.567 -2.257 5.160
H 8.394 -1.470 -3.415
H -2.665 -1.473 -1.914
H 0.586 3.074 0.934
H -8.448 -1.384 1.708
H -4.875 -1.870 -4.115
H 1.756 -1.648 -8.642
H 0.648 -2.601 4.361
H 2.616 -3.461 -2.274
H -4.731 1.021 -0.322
H -2.229 1.383 2.542
H -1.934 -3.964 -1.514
H 7.389 -2.378 0.015
H -2.369 0.564 -1.148
H 0.646 3.819 -0.642
H -1.647 -1.471 0.721
H 2.018 0.913 3.812
H 1.779 -1.712 -3.965
H 5.952 -0.351 -4.030
H -0.483 3.808 -4.443
H -1.203 -5.039 4.892
H 0.287 -0.897 -3.751
H -6.472 -0.555 2.232
H -2.998 -5.153 4.829
H -6.063 3.534 -1.741
H -4.079 -1.679 3.613
H 1.187 6.127 -0.824
H 2.414 1.713 1.323
H -10.343 -1.577 3.758
H 0.394 -1.556 3.087
H -1.874 -0.248 3.227
H 1.680 -1.404 6.599
H -7.023 -4.113 1.585
H 4.145 0.311 2.263
H 3.000 -3.787 -0.598
H 1.279 0.374 6.811
H -2.144 -3.586 4.552
H -6.451 2.723 -0.264
H 1.172 0.379 0.699
H 0.601 3.174 3.095
H -2.858 -2.580 -3.212
H -0.128 -0.166 -5.887
H 0.082 5.313 1.368
H 5.486 7.628 0.679
H 1.401 -0.744 -6.435
H 0.532 7.577 1.152
H -2.422 1.551 0.268
H 1.182 -3.066 -7.963
H 2.527 1.816 -3.653
H 0.366 -2.638 -3.414
H -5.155 -1.167 1.248
H 0.460 -2.523 -9.419
H 1.926 8.661 2.315
H -2.730 1.039 4.173
H 7.913 -3.059 1.517
H 0.310 0.553 3.175
H -1.084 -1.882 -7.615
H -3.677 -5.469 0.616
H -6.099 -1.216 -2.986
H 0.513 1.063 -0.884
H 4.903 2.055 -3.363
H -2.281 3.496 -1.087
H 7.833 -3.191 -2.956
H 1.838 -4.925 -1.403
H 1.724 8.220 -0.136
H 3.341 3.104 1.963
H 3.932 -0.978 0.951
H -0.541 -2.670 0.441
H -5.973 4.405 -0.207
H 4.927 6.366 1.820
H 0.507 3.907 4.745
H 1.817 -1.265 -1.537
H -6.290 -2.734 3.413
H 3.954 6.684 0.368
H 3.161 -1.798 4.328
H 2.026 2.792 -2.305
H -0.485 0.925 0.542
H 6.602 -2.097 3.610
H 1.753 5.009 1.920
H -0.049 3.908 -2.666
H -2.818 -3.232 2.376
H 5.919 0.384 -1.117
H 5.210 2.447 -1.776
H 4.430 -2.755 2.407
H -6.796 -2.709 0.566
H 2.006 -1.541 0.261
H -3.963 -4.492 2.711
H -4.189 -3.121 0.362
H -0.829 0.475 -7.746
H 6.117 -0.468 3.437
H 2.383 6.990 2.597
H 2.770 -0.854 2.165
H 1.872 3.518 -3.967
H 6.344 -3.354 1.056
H -0.593 -1.026 -1.346
H 4.577 -2.353 4.839
H -2.635 3.459 -3.266
H 3.599 0.146 -1.058
H -4.615 -0.324 -3.290
H -9.316 -2.950 1.535
H -5.144 -0.443 4.110
H 1.968 3.077 4.269
H -1.972 -4.916 0.691
H -0.291 -0.406 5.284
H 7.317 0.173 -3.057
H -2.001 1.859 -3.387
H -10.273 -3.307 3.934
H -0.913 -0.168 -9.191
H 2.671 -0.218 5.905
H 7.202 -2.359 -4.436
```

The calculation puts the LUMO energy at 0.0173 hartree. The molar mass is 978.45 g mol⁻¹. Its highest occupied orbital energy is -8.49 eV. The charge is 0. The calculation puts the gap between HOMO and LUMO at 0.3291 Ha. As for the SMILES: COC[C@H](C)N.COC[C@H](C)N.COC[C@H](C)N.COC[C@H](C)N.COC[C@H](C)N.COCCNCCOC.COCCNCCOC.COCCNCCOC.COCCNCCOC.

=====

ii:
Formula: C44H115N9O13
Source: the Open Molecules 2025 dataset
Level of theory: ωB97M-V/def2-TZVPD

Structure (XYZ):
```
181
Properties=species:S:1:pos:R:3
O 18.475 4.147 -2.796
O 18.508 -3.742 -1.189
O 15.434 -4.240 -10.458
O 11.893 -2.223 -10.943
O 14.625 -1.975 -14.424
O 18.295 -1.521 -6.840
O 23.562 -0.910 -8.281
O 15.073 2.584 -11.953
O 17.666 -7.433 -9.805
O 16.976 -12.307 -13.138
O 21.059 0.651 -0.993
O 13.175 -5.547 -7.191
O 14.658 -1.426 -3.278
N 20.085 -1.151 -9.587
N 17.945 4.889 -6.374
N 12.362 0.496 -10.588
N 18.032 -11.009 -10.521
N 16.977 -0.309 -16.713
N 16.715 -1.828 -9.065
N 12.166 -8.291 -7.115
N 18.925 -0.882 -2.162
N 14.106 -1.124 -6.959
C 14.020 -6.677 -7.163
C 16.081 -0.358 -15.545
C 14.245 -2.237 -2.197
C 13.386 -7.923 -7.849
C 11.849 -2.661 -9.605
C 15.437 -1.736 -15.580
C 10.915 -1.309 -11.364
C 18.248 -6.244 -10.339
C 16.345 -12.065 -14.362
C 18.297 -0.714 -5.684
C 20.004 1.300 -1.661
C 16.407 2.401 -12.355
C 17.689 -1.643 -2.102
C 11.621 -0.006 -11.740
C 18.007 -3.116 -2.377
C 13.120 1.701 -10.875
C 16.204 -11.979 -12.003
C 13.873 -4.352 -6.831
C 22.211 -1.347 -8.291
C 14.240 -1.951 -4.533
C 17.331 2.822 -5.360
C 18.119 -8.599 -10.464
C 17.310 -2.529 -6.802
C 15.055 0.774 -15.592
C 14.401 -0.808 -5.546
C 17.571 -4.652 -0.678
C 14.505 -4.949 -11.222
C 14.349 1.382 -11.723
C 22.185 1.512 -0.853
C 13.411 0.335 -5.231
C 13.725 -3.052 -14.589
C 24.375 -1.354 -7.241
C 16.812 -2.173 -10.471
C 17.112 -12.090 -10.767
C 18.751 4.519 -4.122
C 21.721 0.696 -9.690
C 18.716 0.464 -1.591
C 17.605 4.954 -2.048
C 17.015 -2.976 -8.228
C 17.421 -9.827 -9.892
C 12.977 -7.660 -9.294
C 17.587 4.297 -5.082
C 21.515 -0.809 -9.538
C 15.552 -2.908 -10.924
H 13.608 2.143 -10.003
H 14.893 -2.780 -4.826
H 18.297 0.336 -0.589
H 14.915 0.483 -11.422
H 12.194 -8.303 -9.696
H 16.527 2.604 -6.066
H 19.691 -1.309 -8.661
H 13.231 -2.359 -4.435
H 14.624 -2.362 -10.696
H 14.155 1.010 -12.746
H 25.284 -0.757 -7.298
H 16.167 -3.661 -8.235
H 17.299 -1.047 -8.797
H 13.222 -3.167 -13.628
H 17.693 -12.993 -10.996
H 18.754 -3.239 -3.163
H 18.198 2.305 -5.778
H 16.564 -0.141 -14.585
H 21.670 -0.927 -7.433
H 22.844 0.949 -0.190
H 12.982 -0.232 -10.256
H 17.901 4.901 -1.001
H 11.862 -1.763 -8.981
H 21.265 1.215 -10.532
H 15.372 -12.556 -14.476
H 14.229 -3.987 -14.840
H 11.054 -3.361 -9.331
H 14.737 -5.248 -12.251
H 17.703 -5.366 -10.010
H 17.961 -8.489 -11.539
H 14.261 -7.024 -6.154
H 14.304 0.686 -14.804
H 17.361 -0.139 -5.620
H 17.627 5.989 -2.414
H 19.579 3.873 -4.420
H 18.320 -6.222 -11.431
H 17.875 -3.575 -8.563
H 16.823 -1.366 -2.719
H 17.145 4.946 -7.000
H 24.597 -2.428 -7.299
H 21.937 2.496 -0.460
H 16.687 4.788 -4.693
H 14.203 -0.267 -7.504
H 13.274 -2.710 -2.364
H 16.187 -2.531 -15.497
H 17.540 -9.962 -8.814
H 15.547 -2.911 -12.025
H 16.248 -10.999 -14.581
H 18.207 -1.327 -4.782
H 16.827 3.409 -12.325
H 19.562 -1.308 -1.493
H 22.737 1.567 -1.796
H 19.142 -0.038 -5.613
H 22.201 -2.437 -8.215
H 18.202 5.874 -6.356
H 15.404 -0.384 -5.428
H 15.773 -10.977 -12.114
H 17.993 -5.211 0.160
H 12.397 -0.010 -5.427
H 16.354 -2.081 -6.489
H 15.388 -12.706 -11.930
H 14.910 -1.852 -16.530
H 14.990 -2.984 -1.909
H 19.191 -8.746 -10.275
H 11.359 -7.776 -7.465
H 16.573 4.596 -2.141
H 20.243 1.586 -2.692
H 10.892 0.686 -12.162
H 16.920 -12.499 -15.181
H 12.775 -3.198 -9.384
H 18.732 -11.426 -9.921
H 14.587 -4.511 -6.019
H 19.757 2.265 -1.197
H 13.864 -7.803 -9.919
H 13.675 1.233 -5.784
H 17.350 0.633 -16.784
H 13.577 -4.363 -11.293
H 18.063 1.052 -2.241
H 17.105 2.238 -4.462
H 17.187 -1.490 -1.129
H 16.471 2.007 -13.374
H 13.463 0.538 -4.158
H 17.611 -2.890 -10.727
H 17.488 -3.327 -6.077
H 12.942 -2.793 -15.305
H 22.766 0.992 -9.589
H 16.649 -4.161 -0.350
H 12.624 2.466 -11.471
H 15.610 1.708 -15.488
H 16.567 -12.467 -9.886
H 10.316 -1.648 -12.212
H 14.122 -5.864 -10.778
H 21.226 1.194 -8.842
H 17.122 -3.610 -2.792
H 19.255 -6.310 -9.904
H 14.082 -8.761 -7.784
H 14.907 -6.387 -7.740
H 23.956 -1.220 -6.233
H 17.278 -5.468 -1.353
H 16.959 1.796 -11.627
H 13.208 -3.521 -6.621
H 17.766 -0.902 -16.468
H 14.861 -1.628 -7.439
H 12.310 -0.296 -12.547
H 21.970 -1.234 -10.437
H 19.100 5.561 -4.128
H 14.485 -4.136 -7.714
H 17.007 -1.312 -11.107
H 12.178 -7.875 -6.183
H 14.095 -1.565 -1.349
H 12.636 -6.632 -9.420
H 20.092 -2.048 -10.063
H 14.403 0.818 -16.470
H 16.355 -9.800 -10.119
H 10.230 -1.083 -10.538
```

The calculation puts the LUMO energy at 0.0193 hartree. The molar mass is 978.45 g mol⁻¹. Its highest occupied orbital energy is -8.57 eV. The charge is 0. The calculation puts the gap between HOMO and LUMO at 0.3341 Ha. As for the SMILES: COC[C@H](C)N.COC[C@H](C)N.COC[C@H](C)N.COC[C@H](C)N.COC[C@H](C)N.COCCNCCOC.COCCNCCOC.COCCNCCOC.COCCNCCOC.

=====

Which structure is most stable, and how do the rest compare? From most to least stable: ii, i.

=====

i:
Formula: C3H4OS2
Source: the Open Molecules 2025 dataset
Level of theory: ωB97M-V/def2-TZVPD

Structure (XYZ):
```
10
Properties=species:S:1:pos:R:3
S -2.920 -0.801 -0.265
S -1.295 0.200 -0.012
O -1.460 1.570 0.431
C 1.157 -0.200 -0.203
C 0.199 -0.497 0.836
C 1.975 0.092 -1.025
H -0.581 0.115 -1.257
H 2.438 0.510 -1.860
H 0.496 0.564 2.253
H -0.009 -1.553 1.102
```

The calculation puts the LUMO energy at -0.0406 hartree. The molar mass is 120.20 g mol⁻¹. Its highest occupied orbital energy is -9.51 eV. The charge is 0. The calculation puts the gap between HOMO and LUMO at 0.3089 Ha.

=====

ii:
Formula: C3H4OS2
Source: the Open Molecules 2025 dataset
Level of theory: ωB97M-V/def2-TZVPD

Structure (XYZ):
```
10
Properties=species:S:1:pos:R:3
S 2.213 -1.520 0.260
S -3.144 -0.584 0.705
O 0.206 0.173 0.941
C 0.814 -0.479 -0.071
C -0.582 0.928 -0.095
C 0.370 0.279 -1.081
H -0.744 1.925 -0.048
H 0.309 0.198 -2.163
H -1.596 0.419 0.049
H 2.155 -1.338 1.504
```

The calculation puts the LUMO energy (alpha / beta) at -0.0961 / -0.0969 hartree. The molar mass is 120.20 g mol⁻¹. Its highest occupied orbital energy (alpha / beta) is -8.74 / -8.74 eV. The charge is 0. The calculation puts the gap between HOMO and LUMO (alpha / beta) at 0.2251 / 0.2241 Ha.

=====

iii:
Formula: C3H4OS2
Source: the Open Molecules 2025 dataset
Level of theory: ωB97M-V/def2-TZVPD

Structure (XYZ):
```
10
Properties=species:S:1:pos:R:3
S 2.196 0.080 0.068
S -0.463 -1.276 -0.087
O -0.134 1.329 -0.112
C 0.560 0.151 -0.055
C -1.576 1.187 -0.018
C -1.960 -0.295 0.179
H -1.943 1.586 -0.970
H -1.868 1.812 0.883
H -2.310 -0.502 1.204
H -2.676 -0.641 -0.558
```

The calculation puts the LUMO energy at 0.0145 hartree. The molar mass is 120.20 g mol⁻¹. Its highest occupied orbital energy is -8.71 eV. The charge is 0. The calculation puts the gap between HOMO and LUMO at 0.3344 Ha. As for the SMILES: S=C1OCCS1.

=====

iv:
Formula: C3H4OS2
Source: the Open Molecules 2025 dataset
Level of theory: ωB97M-V/def2-TZVPD

Structure (XYZ):
```
10
Properties=species:S:1:pos:R:3
S -2.381 -0.845 1.703
S -0.589 -1.461 1.124
O -0.129 -2.822 1.228
C -0.295 -1.046 -0.607
C -0.140 0.699 -0.234
C -0.088 1.771 0.301
H 0.478 -1.462 -1.243
H 0.268 -0.569 1.893
H -1.163 -1.005 -1.295
H 0.212 2.792 0.318
```

The calculation puts the LUMO energy at 0.0044 hartree. The molar mass is 120.20 g mol⁻¹. Its highest occupied orbital energy is -9.36 eV. The charge is 0. The calculation puts the gap between HOMO and LUMO at 0.3482 Ha. As for the SMILES: C#CC[S@H](=O)=S.

=====

Which structure is most stable, and how do the rest compare? From most to least stable: iii, iv, ii, i.

=====

i:
Formula: C3H4N2O3
Source: the Open Molecules 2025 dataset
Level of theory: ωB97M-V/def2-TZVPD

Structure (XYZ):
```
12
Properties=species:S:1:pos:R:3
O -1.011 -0.280 -2.113
O 2.335 0.646 0.918
O -2.206 -0.449 0.700
N -0.103 0.289 1.199
N -0.961 -0.042 0.302
C 1.045 0.192 0.534
C 1.024 -0.096 -0.782
C -0.362 -0.091 -0.872
H -1.996 -1.075 1.673
H 1.645 0.258 -1.542
H 2.591 0.428 1.854
H -2.000 0.220 -1.870
```

The calculation puts the LUMO energy at 0.0049 hartree. The molar mass is 116.08 g mol⁻¹. Its highest occupied orbital energy is -8.84 eV. The charge is 0. The calculation puts the gap between HOMO and LUMO at 0.3296 Ha.

=====

ii:
Formula: C3H4N2O3
Source: the Open Molecules 2025 dataset
Level of theory: ωB97M-V/def2-TZVPD

Structure (XYZ):
```
12
Properties=species:S:1:pos:R:3
O -2.083 -0.067 0.023
O -1.555 2.025 -0.441
O 0.835 -1.973 -0.038
N -1.394 -1.284 0.090
N 0.163 0.254 0.098
C -1.231 0.923 -0.118
C 0.020 -1.089 0.089
C 1.529 0.702 0.065
H 2.066 -0.055 -0.344
H -2.069 -1.996 0.226
H 1.796 1.529 -0.602
H 1.924 1.031 0.951
```

The calculation puts the LUMO energy at 0.0250 hartree. The molar mass is 116.08 g mol⁻¹. Its highest occupied orbital energy is -10.16 eV. The charge is 0. The calculation puts the gap between HOMO and LUMO at 0.3983 Ha. As for the SMILES: Cn1c(=O)[nH]oc1=O.

=====

Which structure is most stable, and how do the rest compare? From most to least stable: ii, i.